1.
This record from the OMol25 dataset describes a 2-piece molecular cluster, C4H10NOS2 overall in a non-equilibrium geometry. The level of theory is ωB97M-V with the def2-TZVPD basis set.

The value obtained for the relative energy (zero: lowest compared OMol25 entry of this formula, charge and spin) is 4.307 eV. The HOMO-LUMO gap comes out at 4.08 eV. As for the total charge: +1.

Geometry as XYZ:
```
18
Properties=species:S:1:pos:R:3:forces:R:3
N -2.2048 0.1970 1.6289 0.4 0.1 -0.8
C -1.9805 -0.1901 0.2795 -0.9 -1.2 1.3
C -3.2272 0.1990 -0.5695 0.1 0.6 0.0
O -3.8450 1.1617 -0.2560 -0.1 0.1 0.1
C -0.7262 0.5544 -0.4189 1.3 1.0 -0.4
S 0.6226 -0.1583 0.3746 -0.1 0.0 -0.1
S 3.6988 0.5183 -1.1885 0.0 0.1 0.2
C 4.0447 -0.9259 -0.1502 0.0 0.3 0.2
H -1.3681 0.3319 2.1694 -0.1 -0.1 0.4
H -2.8842 0.9332 1.7569 0.0 0.2 -0.1
H 2.3724 0.6343 -0.9557 -0.2 -0.3 -0.2
H -1.8590 -1.2775 0.2142 0.3 0.2 -0.2
H -3.5025 -0.4225 -1.4207 0.1 -0.4 -0.2
H -0.6815 0.4460 -1.4990 -0.4 -0.4 -0.1
H -0.8167 1.6049 -0.1626 -0.4 0.1 0.2
H 4.7202 -1.6046 -0.6628 0.0 0.1 -0.2
H 4.5140 -0.5669 0.7590 0.1 -0.1 0.1
H 3.1228 -1.4347 0.1013 0.0 -0.2 -0.1
```
Forces are in eV/Å.

=====

2.
This record from the OMol25 dataset describes a 2-piece molecular cluster, C4H7NSi overall in a non-equilibrium geometry. The level of theory is ωB97M-V with the def2-TZVPD basis set.

Its SMILES is N=C=C[SiH3].C#C. The value obtained for the relative energy (zero: lowest compared OMol25 entry of this formula, charge and spin) is 2.087 eV. The HOMO-LUMO gap comes out at 10.18 eV. As for the total charge: 0.

Geometry as XYZ:
```
13
Properties=species:S:1:pos:R:3:forces:R:3
C 3.3542 0.1996 -0.3691 -1.8 -0.5 3.0
C 2.6890 0.0558 0.6279 -1.0 0.4 -0.8
C -0.7287 -1.7759 0.1821 -0.4 -2.1 -0.7
C -1.1723 -0.6713 0.6597 0.0 2.7 -1.7
N -0.6038 -2.8940 -0.3009 0.2 0.4 0.5
Si -1.6161 0.9429 -0.2143 1.3 1.2 2.1
H 4.1160 0.3089 -1.0123 2.0 0.3 -2.1
H 1.8237 0.0516 1.2819 0.7 -0.2 -0.1
H -1.7639 -0.6630 1.5056 -1.0 -0.7 2.0
H 0.1767 -3.4715 -0.0119 0.4 0.2 -0.3
H -0.5550 1.3862 -1.0707 0.2 -0.3 -1.4
H -1.3696 2.1687 0.7077 -0.4 -1.0 0.0
H -3.0496 1.1118 -0.4485 -0.2 -0.4 -0.6
```
Forces are in eV/Å.

=====

3.
This record from the OMol25 dataset describes C21H47BINbO4P as an isolated structure in a non-equilibrium geometry. The level of theory is ωB97M-V with the def2-TZVPD basis set.

The HOMO-LUMO gap comes out at 5.42 eV. As for the total charge: -1.

Geometry as XYZ:
```
76
Properties=species:S:1:pos:R:3:forces:R:3
C 7.9629 -2.6225 3.1164 -0.1 -0.4 -0.4
C 6.8706 -3.1438 2.4469 0.3 0.3 0.5
C 6.4515 -2.7445 1.1191 1.5 -1.7 -0.6
Nb 4.7851 -1.1852 1.1387 1.2 -2.4 -1.2
C 4.5217 -1.2618 -1.1485 0.0 1.1 0.4
C 5.7173 -0.5788 -1.8311 -0.3 -0.8 -0.3
C 6.1665 -1.3056 -3.1263 0.3 0.9 0.3
I 5.2439 1.4855 -2.2985 0.1 0.0 0.2
B 4.8132 -0.8155 3.4550 -0.5 0.9 0.8
C 5.0539 0.6604 4.0087 -0.3 -0.2 0.3
O 4.6168 -1.8004 4.4437 0.0 0.0 -0.4
P 2.8846 -2.8410 1.5201 0.5 1.0 0.0
C 2.6052 -3.9957 0.0970 -0.5 -0.2 0.4
C 1.2790 -2.0229 1.9052 -0.6 -0.4 -0.2
H 7.8903 -2.1217 4.0722 0.2 -1.2 0.8
H 8.9373 -2.7316 2.6514 0.0 1.5 -0.6
H 6.2868 -3.9399 2.9137 -1.0 1.0 0.6
H 7.3055 -2.2983 0.5811 -0.1 0.4 0.0
H 6.1250 -3.6208 0.5306 -0.4 0.2 -0.1
H 3.4948 0.1161 1.1545 0.1 0.2 0.3
H 6.0144 0.1558 0.9435 -0.4 0.5 0.1
H 3.5931 -0.7665 -1.4177 -0.2 -0.4 -0.3
H 4.5429 -2.3077 -1.4614 -0.3 -0.1 0.0
H 6.5658 -0.5116 -1.1582 0.1 0.4 0.0
H 6.2121 -0.5960 -3.9468 -0.1 -0.1 -0.3
H 5.4885 -2.1139 -3.3729 0.0 -0.1 -0.1
H 7.1885 -1.6584 -2.9911 0.0 -0.4 0.0
H 6.0792 1.0010 3.8638 0.1 0.0 -0.1
H 4.3876 1.3522 3.4923 0.1 0.1 -0.2
H 4.8155 0.7168 5.0777 0.1 0.0 0.1
H 3.7092 -1.7366 4.7532 -0.1 -0.1 0.3
H 3.5056 -4.1217 -0.4964 0.1 0.2 -0.1
H 1.7770 -3.6719 -0.5314 0.1 0.1 -0.2
H 2.3535 -4.9782 0.4980 -0.1 -0.1 -0.1
H 1.3313 -1.5127 2.8641 0.3 0.0 0.1
H 0.4399 -2.7185 1.9794 0.0 -0.2 0.0
H 0.9958 -1.2801 1.1660 0.1 0.1 -0.1
C -3.6046 0.3800 0.4390 0.0 0.0 0.1
C -2.6080 1.5303 0.5453 0.1 -0.1 -0.1
C -1.5165 0.9143 1.4109 0.0 0.0 0.1
O -1.5135 -0.4876 1.1236 -0.1 0.0 0.0
C -2.6775 -0.8262 0.3726 0.1 0.1 -0.1
H -4.2697 0.4533 -0.4178 0.0 0.0 0.0
H -4.2177 0.3337 1.3439 0.0 0.0 0.0
H -2.2116 1.7717 -0.4432 0.0 0.0 0.0
H -3.0282 2.4394 0.9706 0.0 0.0 0.0
H -1.7332 1.0451 2.4774 0.0 0.1 0.0
H -0.5278 1.3257 1.2068 0.0 -0.1 0.0
H -2.3713 -1.0328 -0.6604 -0.1 0.0 0.0
H -3.1251 -1.7319 0.7880 0.1 0.0 0.0
C -6.7573 -2.3758 -2.4465 -0.1 0.0 0.1
C -6.9849 -1.4196 -3.6138 0.1 0.0 -0.1
C -6.8822 -0.0646 -2.9276 -0.1 0.0 0.1
O -5.9713 -0.2279 -1.8393 -0.1 -0.1 -0.1
C -5.7191 -1.6219 -1.6273 0.2 0.0 -0.1
H -6.4188 -3.3654 -2.7487 0.0 0.0 0.0
H -7.6793 -2.4913 -1.8719 0.0 0.0 0.0
H -6.1839 -1.5310 -4.3478 0.0 0.0 0.0
H -7.9361 -1.5646 -4.1242 0.0 0.0 0.0
H -7.8507 0.2498 -2.5226 0.0 0.0 -0.1
H -6.5136 0.7194 -3.5903 0.0 0.0 0.0
H -4.7041 -1.8420 -1.9742 0.0 -0.1 0.0
H -5.7751 -1.8453 -0.5617 0.0 0.1 0.0
C -5.5917 5.4971 -1.1035 0.0 0.0 0.1
C -4.6027 6.6562 -1.0154 0.0 0.0 -0.1
C -3.5046 6.0582 -0.1454 0.0 0.0 0.1
O -3.4908 4.6566 -0.4181 -0.1 0.1 0.0
C -4.6556 4.2972 -1.1631 0.1 0.0 -0.1
H -6.2620 5.5533 -1.9601 0.0 0.0 0.0
H -6.1998 5.4558 -0.1968 0.0 0.0 0.0
H -4.2115 6.8890 -2.0083 0.0 0.0 0.0
H -5.0266 7.5672 -0.5951 0.0 0.0 0.0
H -3.7198 6.2012 0.9194 0.0 0.1 0.0
H -2.5200 6.4756 -0.3576 0.0 -0.1 0.0
H -4.3527 4.0808 -2.1935 -0.1 0.0 0.0
H -5.0927 3.3936 -0.7357 0.1 0.0 0.0
```
Forces are in eV/Å.

=====

4.
This record from the OMol25 dataset describes C37H47AlF4N2SSb2 as an isolated structure in a non-equilibrium geometry. The level of theory is ωB97M-V with the def2-TZVPD basis set.

The value obtained for the relative energy (zero: lowest compared OMol25 entry of this formula, charge and spin) is 0.000 eV. The HOMO-LUMO gap comes out at 8.06 eV. As for the total charge: +2.

Geometry as XYZ:
```
94
Properties=species:S:1:pos:R:3:forces:R:3
Al -0.5300 -1.0218 -0.0786 0.2 0.6 -0.5
C -2.1245 -3.2708 0.1837 0.3 0.6 0.8
N -2.2603 -1.8153 0.4235 1.0 0.0 1.4
C -3.5396 -1.2357 0.0067 -0.7 -0.6 0.4
C -2.1542 -1.5355 1.9159 -0.9 -1.0 1.1
C -0.7878 -1.9077 2.5139 -0.6 -0.3 -0.6
N 0.1996 -1.4304 1.5342 -0.7 -0.8 0.3
C 1.5276 -1.6527 1.7563 0.7 -0.2 0.1
C 2.4315 -1.1130 0.8793 0.1 0.2 -1.2
F 1.8809 -0.5788 -0.2495 -0.5 0.8 -0.3
C 3.7788 -1.2477 0.9160 0.8 -1.3 2.5
F 4.5144 -0.7401 -0.0258 0.8 0.6 -1.4
C 4.4090 -1.9108 2.0015 -1.8 0.4 -0.6
C 3.5271 -2.4125 2.9539 0.7 -0.1 0.4
F 3.9867 -2.8694 4.1548 -0.6 0.1 -1.5
C 2.1445 -2.4055 2.7262 -0.3 -0.1 1.8
F 1.3369 -3.0212 3.6179 0.5 -0.1 0.3
H -2.8054 -3.8732 0.7902 0.1 0.1 0.0
H -2.3333 -3.3531 -0.8412 -0.3 -0.8 -1.4
H -1.0734 -3.5371 0.3553 -0.3 -0.3 0.1
H -4.1904 -1.4687 0.8422 -0.8 0.1 -0.2
H -3.4502 -0.1739 -0.0732 0.1 0.6 -0.1
H -3.9786 -1.6347 -0.9071 0.4 -0.2 0.0
H -2.2776 -0.4437 2.0497 -0.3 -0.6 -0.1
H -2.9844 -2.1589 2.4605 1.3 1.4 -1.0
H -0.7060 -1.4155 3.4685 0.1 0.6 0.4
H -0.7287 -2.9688 2.8133 0.0 0.2 -0.8
H 5.4705 -2.0275 1.9895 0.4 0.1 0.4
S -1.1498 1.1283 -0.5716 0.0 -0.4 -0.5
Sb -0.7080 2.6568 1.1168 2.1 0.6 -0.6
C -2.2306 4.0420 1.2436 0.1 -0.4 0.6
C -2.9246 4.3886 0.1053 -1.5 1.5 -0.1
C -3.9542 5.3382 0.2679 0.8 -0.5 0.3
C -4.2179 5.8549 1.5314 -0.2 0.1 0.0
C -3.5214 5.5402 2.6716 2.2 -2.8 -1.3
C -2.4893 4.5473 2.5208 -2.1 2.2 -1.9
C -0.5313 1.9040 3.0110 0.2 -0.4 2.6
C 0.6943 1.9435 3.7494 0.6 -0.8 -1.8
C 0.7727 1.4325 5.0382 -1.9 -0.1 0.6
C -0.4507 1.1496 5.6921 0.7 0.4 0.5
C -1.6812 1.3483 5.0806 0.8 -0.5 0.9
C -1.7099 1.5866 3.7421 0.0 0.7 -1.8
C 1.2395 3.5408 0.6003 -1.0 0.0 -0.4
C 1.6564 4.6482 1.3769 0.6 -1.7 -1.6
C 2.9044 5.1751 1.1294 0.8 0.6 -0.3
C 3.7535 4.6055 0.1795 -1.1 -0.3 0.4
C 3.2711 3.5466 -0.6119 0.8 1.1 0.1
C 1.9891 3.0574 -0.5211 -0.4 0.8 2.7
H -2.7161 4.0028 -0.8811 0.1 -0.2 0.0
H -4.5530 5.7320 -0.5394 0.1 -0.3 -0.3
H -5.0296 6.5222 1.6378 -0.7 0.8 -0.1
H -3.7144 5.9111 3.6365 -0.4 0.6 0.9
H -1.8690 4.3061 3.3086 1.0 -0.6 1.7
H 1.6353 2.1872 3.2065 -0.8 0.0 0.5
H 1.6666 1.2897 5.6265 0.3 0.2 -0.4
H -0.4565 0.8451 6.7444 0.2 0.1 -0.4
H -2.5743 1.3165 5.6836 -0.2 -0.3 -0.1
H -2.6882 1.5839 3.2613 0.2 0.2 -0.1
H 1.1398 5.0765 2.1810 -1.2 0.3 0.9
H 3.1989 6.0715 1.6847 0.1 -0.5 -0.1
H 4.7540 4.9967 0.1055 0.2 -0.1 -0.4
H 3.9308 3.1579 -1.3488 0.4 -0.4 -0.6
H 1.6703 2.2542 -1.1476 -0.4 -0.3 -0.2
C 1.6582 -4.4082 -3.9878 -0.9 0.0 0.3
C 0.9867 -4.1128 -2.6320 0.7 1.1 0.5
C 2.0437 -4.1839 -1.5142 0.1 -0.2 0.3
Sb 0.1820 -2.0656 -2.4999 -0.7 0.7 -1.0
C 1.5200 -0.5665 -3.4677 -0.8 -1.6 -0.6
C 2.9438 -0.7998 -3.1026 1.1 -0.2 1.5
C 1.3075 -0.6246 -4.9779 0.8 1.4 -0.2
C -1.5559 -1.9176 -3.9007 1.7 1.3 -0.6
C -2.5770 -2.9652 -3.6856 -0.8 -0.3 0.0
C -2.0965 -0.4722 -3.9181 0.0 -0.5 0.1
H 2.1070 -5.3805 -3.9586 0.1 -0.9 0.2
H 2.4985 -3.7782 -4.2831 -0.4 0.5 0.2
H 0.8875 -4.4618 -4.7477 0.1 0.2 -0.5
H 0.0931 -4.7329 -2.4056 0.7 0.2 -0.3
H 2.9299 -3.5548 -1.7409 -0.6 -0.3 0.1
H 2.3808 -5.2163 -1.4704 0.3 -0.2 0.0
H 1.6982 -3.9674 -0.4834 -0.1 0.2 -0.5
H 1.2030 0.3614 -3.0998 -0.7 1.4 0.7
H 3.5943 -0.0686 -3.5856 0.0 0.0 -0.1
H 3.2697 -1.7862 -3.4012 0.2 -0.3 -0.3
H 3.1493 -0.7378 -2.0003 -0.3 0.1 -1.2
H 1.3553 -1.6305 -5.3277 0.4 -0.7 -0.5
H 2.1255 0.0087 -5.4373 -0.8 -0.9 0.2
H 0.3747 -0.2154 -5.3632 -0.1 0.1 0.4
H -1.1032 -2.0943 -4.8997 0.0 0.0 0.6
H -3.0449 -2.9138 -2.7059 0.0 -0.1 0.2
H -2.1021 -3.9289 -3.8339 -0.4 -0.4 0.1
H -3.4107 -2.8364 -4.3935 0.3 -0.2 0.0
H -2.6906 -0.2932 -3.0088 0.3 0.3 -0.2
H -2.7860 -0.4289 -4.7581 -0.2 0.2 -0.1
H -1.3317 0.3083 -4.0986 -0.4 -0.4 0.4
```
Forces are in eV/Å.